# 1
{
  "formula": "C10H12ClHfNO3",
  "method": "the ωB97M-V functional and the def2-TZVPD basis",
  "symbols": ["Hf", "Cl", "O", "O", "O", "N", "C", "C", "C", "C", "C", "C", "C", "C", "C", "C", "H", "H", "H", "H", "H", "H", "H", "H", "H", "H", "H", "H"],
  "positions_angstrom": [[-0.241, -0.143, 0.074], [4.632, -0.961, -0.713], [0.332, -1.579, 1.400], [1.996, 2.438, 0.617], [-2.094, 1.799, 2.163], [0.523, -0.835, 3.535], [0.646, -1.806, 2.627], [-1.761, 0.727, -1.558], [-0.474, -1.176, -1.995], [-1.491, 1.131, 1.420], [-0.091, -2.611, -2.163], [1.128, -3.149, 2.989], [-0.439, 1.163, -1.900], [0.365, -0.016, -2.168], [-1.787, -0.704, -1.604], [1.329, 1.508, 0.370], [1.242, -3.212, 4.080], [-0.016, 0.013, 3.329], [-0.110, 2.207, -1.989], [0.412, -3.909, 2.642], [1.408, -0.034, -2.504], [-0.376, -2.997, -3.150], [2.085, -3.359, 2.489], [0.769, -1.016, 4.500], [-0.606, -3.253, -1.437], [0.986, -2.747, -2.027], [-2.625, 1.359, -1.345], [-2.676, -1.335, -1.500]],
  "forces_ev_per_a": [[2.064, -1.909, 1.070], [-0.831, 0.209, 0.156], [-0.363, 0.700, 0.501], [-3.055, -4.492, -1.273], [2.788, -3.134, -3.404], [-0.391, -0.719, -0.955], [-0.004, 0.358, 0.576], [0.030, 0.037, -0.384], [-0.790, 0.711, -0.684], [-3.722, 4.097, 3.845], [0.200, -0.372, 0.282], [0.273, -0.178, 0.644], [-0.073, -0.206, -0.584], [-0.735, 0.258, -0.567], [0.461, 0.162, -0.798], [3.347, 4.745, 1.332], [0.092, -0.240, -0.414], [0.638, -0.488, 0.290], [-0.166, -0.563, -0.010], [0.121, 0.303, 0.077], [-0.412, 0.046, 0.254], [0.119, 0.300, 0.097], [-0.215, 0.140, 0.122], [-0.047, 0.057, 0.000], [0.043, 0.126, -0.095], [-0.122, -0.029, -0.174], [0.369, -0.149, -0.123], [0.384, 0.233, 0.218]],
  "spin_multiplicity": 1,
  "charge": 2,
  "total_energy_ha": -1176.252790,
  "de_lowest_kj_mol": 171.3,
  "gap_ev": [3.1, 3.1],
  "molar_mass_g_mol": 408.15,
  "e_lumo_ev": [-11.1140, -11.1232]
}

***

# 2
{
  "formula": "C2H3FNOP",
  "method": "the ωB97M-V functional and the def2-TZVPD basis",
  "symbols": ["P", "F", "O", "N", "C", "C", "H", "H", "H"],
  "positions_angstrom": [[1.696, 0.183, 0.531], [2.041, 0.039, -1.053], [0.505, 1.321, 0.303], [0.698, -1.207, 0.265], [-0.475, -0.826, 0.019], [-0.728, 0.631, 0.107], [-1.464, 0.688, 0.954], [-1.168, 0.853, -0.834], [-1.107, -1.682, -0.293]],
  "forces_ev_per_a": [[-0.311, -0.222, -1.912], [1.263, 0.683, 0.037], [-0.634, -1.215, 1.012], [0.801, -0.111, 1.589], [0.853, -1.748, -0.097], [-1.268, -0.597, 0.648], [0.606, 0.927, -0.668], [-0.655, 1.056, -0.715], [-0.656, 1.226, 0.105]],
  "spin_multiplicity": 1,
  "charge": 0,
  "total_energy_ha": -649.246901,
  "de_lowest_kj_mol": 16.7,
  "gap_ev": 10.9,
  "molar_mass_g_mol": 107.02,
  "e_lumo_ev": 0.7544
}

***

# 3
{
  "formula": "C4H6O2",
  "method": "the ωB97M-V functional and the def2-TZVPD basis",
  "symbols": ["O", "O", "C", "C", "C", "C", "H", "H", "H", "H", "H", "H"],
  "positions_angstrom": [[-0.547, 1.015, 0.843], [3.222, 0.296, 0.237], [2.252, 0.121, 0.794], [0.057, 0.913, -0.398], [-1.527, 0.047, 0.341], [-0.704, -0.051, -0.911], [1.064, -1.593, 0.539], [-0.921, -0.382, -1.909], [0.789, 1.621, -0.782], [0.488, -1.719, 0.080], [-2.486, 0.544, 0.164], [-1.686, -0.811, 1.002]],
  "forces_ev_per_a": [[-0.031, 0.087, 0.048], [-0.569, -0.136, 0.272], [1.315, 0.363, -0.013], [-0.428, 0.401, -0.510], [-0.342, -0.177, 0.070], [-0.444, 0.545, -0.438], [-0.303, -0.501, -0.001], [0.200, -0.302, -0.072], [-0.066, -0.210, 0.413], [0.208, -0.274, 0.151], [0.117, 0.053, 0.118], [0.342, 0.150, -0.038]],
  "spin_multiplicity": 1,
  "charge": 0,
  "total_energy_ha": -306.350028,
  "de_lowest_kj_mol": 410.3,
  "gap_ev": 10.0,
  "molar_mass_g_mol": 86.09,
  "e_lumo_ev": 0.9969
}

***

# 4
{
  "formula": "C4H11BBrCaInNO3",
  "method": "the ωB97M-V functional and the def2-TZVPD basis",
  "symbols": ["In", "Br", "Ca", "O", "O", "O", "N", "C", "C", "C", "C", "B", "H", "H", "H", "H", "H", "H", "H", "H", "H", "H", "H"],
  "positions_angstrom": [[-0.288, 0.313, 2.078], [-2.392, 1.775, 1.325], [-0.601, 3.851, -0.234], [1.155, -1.522, -1.900], [1.458, 2.735, 0.815], [-1.047, -2.232, -1.251], [2.597, 0.334, 0.503], [-0.394, -1.840, 1.264], [-0.162, -1.192, -1.796], [-0.598, 0.310, -2.288], [-1.544, -1.902, 0.094], [1.507, 1.270, 0.991], [-2.392, -2.645, 0.483], [-0.120, 0.379, 3.873], [0.639, -2.098, 0.746], [3.539, 0.678, 0.814], [-0.124, 0.485, -3.358], [-1.751, 0.507, -2.330], [2.566, 0.232, -0.556], [0.687, 2.892, 0.172], [-0.131, 1.138, -1.572], [-2.059, -0.835, 0.012], [-0.544, -2.632, 2.115]],
  "forces_ev_per_a": [[1.184, -2.059, 0.977], [0.409, 1.462, -1.027], [-3.432, 0.800, 0.476], [-8.579, 2.497, 0.409], [-1.338, 1.807, -2.188], [1.690, 3.039, -0.607], [-0.647, 2.822, 0.135], [0.290, -0.792, -1.217], [6.286, -2.854, 0.649], [-0.304, 0.073, -0.317], [-1.151, 1.160, 2.170], [0.361, -2.325, -0.974], [1.900, 1.362, -1.652], [-0.309, 0.222, -0.845], [-2.007, 0.682, 1.131], [-0.833, -0.469, -0.744], [-0.976, -0.558, 2.303], [2.161, -0.678, 0.122], [0.160, -0.099, 1.595], [4.938, -3.567, 2.467], [-0.685, -1.882, -1.133], [0.828, -2.174, 0.039], [0.054, 1.531, -1.766]],
  "spin_multiplicity": 1,
  "charge": 1,
  "total_energy_ha": -3905.646724,
  "gap_ev": 4.2,
  "molar_mass_g_mol": 366.75,
  "e_lumo_ev": -6.8098
}